Model 1:
{"formula": "C2H3NO3S", "method": "ωB97M-V/def2-TZVPD", "symbols": ["C", "C", "N", "O", "O", "O", "S", "H", "H", "H"], "coordinates": [[1.369, -0.704, 0.000], [0.134, 0.016, -0.033], [2.349, -1.284, -0.078], [4.189, 0.563, 1.255], [3.591, 0.943, -1.071], [3.496, -1.675, -0.162], [4.467, 0.270, -0.135], [-0.545, -0.498, -0.656], [0.194, 0.871, -0.640], [-0.152, 0.325, 0.900]], "homo_lumo_gap_ev": 10.6547, "lumo_energy_ev": 0.4}



Model 2:
{"formula": "C2H3NO3S", "method": "ωB97M-V/def2-TZVPD", "symbols": ["C", "C", "N", "O", "O", "O", "S", "H", "H", "H"], "coordinates": [[0.273, 0.502, 0.405], [-0.112, 1.572, -0.271], [-0.361, -0.209, 1.418], [-0.881, -1.822, -1.292], [1.462, -2.259, -0.734], [-1.177, 0.411, 2.143], [0.049, -2.451, -0.442], [1.139, 0.120, -0.008], [0.622, 1.896, -1.043], [-1.014, 2.240, -0.177]], "homo_lumo_gap_ev": [8.3479, 8.3469], "lumo_energy_ev": [-1.5, -1.5]}



Model 3:
{"formula": "C2H3NO3S", "method": "ωB97M-V/def2-TZVPD", "symbols": ["C", "C", "N", "O", "O", "O", "S", "H", "H", "H"], "coordinates": [[-0.544, -0.693, 1.405], [0.266, 0.374, 1.263], [0.491, 1.068, -1.810], [-1.331, -1.513, 1.388], [-1.050, -0.786, -0.997], [1.382, -1.089, -0.823], [0.263, -0.204, -0.976], [-0.271, 1.232, 1.588], [1.239, 0.283, 1.086], [-0.443, 1.328, -2.124]], "homo_lumo_gap_ev": 10.0162, "lumo_energy_ev": -0.4}



Most favorable structure: model 1. The second most favorable one is 1.6 kcal/mol above it.



Model 1:
{"formula": "C8H16Br6O2Sr3", "method": "ωB97M-V/def2-TZVPD", "symbols": ["Sr", "Sr", "Sr", "O", "C", "C", "O", "H", "H", "H", "H", "Br", "C", "C", "Br", "H", "H", "H", "H", "Br", "C", "C", "Br", "H", "H", "H", "H", "Br", "C", "C", "Br", "H", "H", "H", "H"], "coordinates": [[9.145, -11.079, 11.163], [11.412, -14.217, 12.907], [12.137, -9.465, 9.660], [10.916, -9.538, 11.872], [11.448, -9.910, 13.180], [10.610, -10.848, 13.997], [10.233, -12.092, 13.361], [11.619, -8.972, 13.714], [12.467, -10.289, 12.994], [9.687, -10.314, 14.272], [11.066, -11.053, 14.968], [6.258, -13.168, 12.866], [7.047, -13.006, 14.660], [6.231, -13.841, 15.623], [4.571, -12.946, 16.012], [7.046, -11.961, 14.953], [8.057, -13.409, 14.596], [6.764, -13.949, 16.566], [6.020, -14.827, 15.216], [11.365, -6.400, 9.412], [12.106, -5.430, 10.945], [12.757, -6.369, 11.930], [14.327, -7.131, 11.018], [11.333, -4.787, 11.360], [12.890, -4.808, 10.518], [12.136, -7.221, 12.195], [12.960, -5.850, 12.866], [13.307, -7.351, 15.454], [15.075, -8.162, 15.635], [15.563, -8.707, 14.321], [17.254, -9.593, 14.661], [15.011, -8.941, 16.392], [15.735, -7.429, 16.090], [15.800, -7.911, 13.621], [14.844, -9.378, 13.853]], "homo_lumo_gap_ev": 3.2371, "total_charge": 4, "lumo_energy_ev": -14.8}



Model 2:
{"formula": "C8H16Br6O2Sr3", "method": "ωB97M-V/def2-TZVPD", "symbols": ["Sr", "Sr", "Sr", "O", "C", "C", "O", "H", "H", "H", "H", "Br", "C", "C", "Br", "H", "H", "H", "H", "Br", "C", "C", "Br", "H", "H", "H", "H", "Br", "C", "C", "Br", "H", "H", "H", "H"], "coordinates": [[-22.011, -7.464, -18.241], [-19.502, -4.802, -13.839], [-23.815, -4.936, -11.016], [-20.889, -7.528, -12.145], [-20.311, -8.724, -12.602], [-20.069, -9.044, -14.153], [-19.840, -8.006, -15.103], [-21.101, -9.394, -12.263], [-19.436, -8.914, -11.981], [-20.814, -9.707, -14.594], [-19.131, -9.597, -14.116], [-26.384, -12.925, -11.666], [-25.573, -11.180, -11.114], [-26.466, -10.593, -9.974], [-25.611, -8.965, -9.182], [-25.464, -10.560, -12.004], [-24.532, -11.253, -10.800], [-26.463, -11.278, -9.126], [-27.493, -10.508, -10.330], [-13.964, -8.322, -20.149], [-14.675, -6.714, -19.131], [-15.534, -7.152, -17.982], [-15.602, -5.766, -16.439], [-15.244, -6.103, -19.832], [-13.854, -6.036, -18.896], [-15.290, -8.138, -17.585], [-16.534, -7.392, -18.344], [-22.576, -15.923, -14.172], [-22.383, -14.197, -15.104], [-23.647, -13.833, -15.883], [-23.316, -12.284, -17.178], [-21.484, -14.069, -15.706], [-22.437, -13.382, -14.382], [-24.439, -13.447, -15.242], [-24.036, -14.690, -16.432]], "homo_lumo_gap_ev": 2.9284, "total_charge": 4, "lumo_energy_ev": -13.7}



Most favorable structure: model 1. The second most favorable one is 210.0 kcal/mol above it.



Model 1:
{"formula": "C5H11N2O", "method": "ωB97M-V/def2-TZVPD", "symbols": ["C", "C", "C", "O", "N", "C", "C", "N", "H", "H", "H", "H", "H", "H", "H", "H", "H", "H", "H"], "coordinates": [[-1.477, -0.206, -0.945], [-1.051, -0.455, 0.546], [-0.453, -1.818, 0.577], [0.781, -1.564, -0.172], [1.113, -0.211, -0.040], [2.397, 0.185, -0.522], [0.227, 0.501, 0.556], [0.202, 1.758, 0.929], [-0.691, 0.410, -1.448], [-2.368, 0.327, -1.016], [-1.639, -1.210, -1.363], [-1.817, -0.144, 1.201], [-0.270, -2.313, 1.591], [-1.046, -2.580, 0.033], [2.775, -0.261, -1.368], [2.407, 1.226, -0.814], [3.314, 0.092, 0.225], [-0.599, 2.110, 1.518], [0.941, 2.382, 0.508]], "smiles": "C[C@H]1CON(C)C1=[NH2+]", "homo_lumo_gap_ev": 10.9158, "total_charge": 1, "lumo_energy_ev": -3.1}



Model 2:
{"formula": "C5H11N2O", "method": "ωB97M-V/def2-TZVPD", "symbols": ["N", "C", "O", "C", "C", "C", "C", "N", "H", "H", "H", "H", "H", "H", "H", "H", "H", "H", "H"], "coordinates": [[0.077, 0.121, 2.888], [-0.633, 0.359, 1.760], [-1.711, 0.929, 1.798], [0.043, 0.314, 0.381], [0.839, -0.950, -0.077], [0.750, -0.811, -1.606], [-0.217, 0.338, -1.979], [-0.948, 0.644, -0.700], [0.973, -0.359, 2.774], [-0.230, 0.323, 3.825], [0.588, 1.306, 0.414], [0.279, -1.818, 0.244], [1.833, -0.806, 0.295], [1.727, -0.689, -2.050], [0.339, -1.805, -1.873], [-0.976, 0.193, -2.714], [0.372, 1.194, -2.389], [-1.698, -0.047, -0.581], [-1.407, 1.563, -0.410]], "smiles": "NC(=O)[C@H]1CCC[NH2+]1", "homo_lumo_gap_ev": 10.9922, "total_charge": 1, "lumo_energy_ev": -3.3}



Most favorable structure: model 2. The second most favorable one is 60.1 kcal/mol above it.



Model 1:
{"formula": "C3H4ClN", "method": "ωB97M-V/def2-TZVPD", "symbols": ["C", "C", "C", "N", "Cl", "H", "H", "H", "H"], "coordinates": [[-1.237, 2.248, -0.024], [-1.070, 1.041, 0.059], [-0.121, -1.015, -0.404], [1.238, -1.018, -0.057], [1.825, -1.385, 1.677], [-1.456, 3.229, 0.330], [-0.163, -1.240, -1.538], [-0.728, -1.756, 0.138], [1.713, -0.104, -0.181]], "homo_lumo_gap_ev": 9.2258, "lumo_energy_ev": -0.5}



Model 2:
{"formula": "C3H4ClN", "method": "ωB97M-V/def2-TZVPD", "symbols": ["C", "C", "C", "N", "Cl", "H", "H", "H", "H"], "coordinates": [[-0.779, 1.753, -1.356], [-0.097, 0.994, -0.710], [0.762, 0.241, -0.027], [-0.239, -1.790, 0.598], [0.367, -2.247, 2.129], [-1.397, 2.471, -1.749], [1.019, 0.424, 0.928], [1.608, -0.396, -0.558], [-1.244, -1.450, 0.744]], "homo_lumo_gap_ev": [8.8106, 7.5321], "lumo_energy_ev": [-0.7, -0.8]}



Most favorable structure: model 2. The second most favorable one is 13.8 kcal/mol above it.



Model 1:
{"formula": "C3H4ClN", "method": "ωB97M-V/def2-TZVPD", "symbols": ["C", "C", "C", "N", "Cl", "H", "H", "H", "H"], "coordinates": [[0.525, -1.684, -0.018], [-0.840, -1.340, -0.049], [1.612, 1.250, -0.022], [1.624, -2.087, 0.057], [2.722, 0.109, 0.108], [-1.516, -1.181, -0.883], [-1.320, -1.467, 0.930], [1.295, 1.669, 0.909], [0.960, 0.944, -0.855]], "homo_lumo_gap_ev": [9.1061, 6.8480], "lumo_energy_ev": [-0.1, -1.3]}



Model 2:
{"formula": "C3H4ClN", "method": "ωB97M-V/def2-TZVPD", "symbols": ["N", "C", "C", "C", "Cl", "H", "H", "H", "H"], "coordinates": [[2.173, -1.576, 0.114], [1.530, -0.554, 0.099], [0.468, 0.302, -0.169], [-1.094, 0.188, 0.340], [-2.049, -1.132, -0.037], [0.630, 0.059, -1.274], [0.733, 1.358, -0.162], [-1.477, 0.962, -0.374], [-0.914, 0.395, 1.462]], "smiles": "N#CCCCl", "homo_lumo_gap_ev": 11.3487, "lumo_energy_ev": 0.6}



Most favorable structure: model 2. The second most favorable one is 63.4 kcal/mol above it.



Model 1:
{"formula": "C5H11N3O", "method": "ωB97M-V/def2-TZVPD", "symbols": ["C", "C", "C", "N", "C", "C", "N", "N", "O", "H", "H", "H", "H", "H", "H", "H", "H", "H", "H", "H"], "coordinates": [[1.289, 0.307, -0.957], [-1.315, 0.017, -0.864], [-0.261, 0.463, 2.225], [0.743, 0.182, 1.205], [0.243, 1.229, -0.391], [0.836, -0.733, 0.037], [-1.334, -0.628, -2.144], [0.923, -2.005, -0.015], [0.077, 2.424, -0.394], [1.632, 0.079, 1.715], [0.723, -2.440, 0.885], [-1.040, -0.014, -2.896], [-0.750, -1.461, -2.153], [1.158, 0.031, -2.003], [2.305, 0.697, -0.791], [-1.698, -0.659, -0.099], [-2.005, 0.864, -0.874], [-0.549, -0.446, 2.759], [-1.140, 0.938, 1.801], [0.163, 1.155, 2.954]], "homo_lumo_gap_ev": 8.2362, "lumo_energy_ev": 0.6}



Model 2:
{"formula": "C5H11N3O", "method": "ωB97M-V/def2-TZVPD", "symbols": ["C", "C", "N", "C", "C", "N", "N", "C", "O", "H", "H", "H", "H", "H", "H", "H", "H", "H", "H", "H"], "coordinates": [[-0.926, -0.279, 1.051], [-0.102, -1.203, 1.951], [0.840, -0.303, -0.764], [1.446, 1.155, -1.059], [-0.557, -0.415, -0.420], [1.792, 0.882, -2.302], [-0.831, 1.095, 1.556], [-1.451, -0.567, -1.393], [1.486, 2.050, -0.254], [1.433, -0.771, -0.083], [-1.974, -0.582, 1.132], [1.272, -0.295, -1.976], [2.258, 1.592, -2.854], [0.107, 1.464, 1.425], [-1.442, 1.705, 1.023], [0.940, -0.875, 2.011], [-0.125, -2.235, 1.595], [-0.501, -1.169, 2.964], [-1.159, -0.628, -2.434], [-2.507, -0.620, -1.166]], "homo_lumo_gap_ev": 9.8652, "lumo_energy_ev": 0.8}



Most favorable structure: model 2. The second most favorable one is 53.1 kcal/mol above it.



Model 1:
{"formula": "C5H11N3O", "method": "ωB97M-V/def2-TZVPD", "symbols": ["C", "C", "C", "C", "C", "H", "H", "H", "H", "H", "H", "H", "H", "H", "H", "H", "N", "N", "N", "O"], "coordinates": [[-0.529, -1.436, 1.161], [-0.509, -1.057, -0.305], [-0.001, 0.337, -0.314], [-0.605, 1.519, 0.154], [1.405, 0.606, -0.633], [-1.729, -0.977, 1.367], [0.435, -0.720, 1.880], [-0.325, -2.857, 1.163], [-1.703, -1.035, -0.572], [-0.321, -2.699, -1.345], [0.777, -1.384, -1.940], [-0.136, 2.405, 0.104], [-2.244, 2.587, 0.284], [-2.436, 0.768, 0.377], [3.356, 0.958, -0.171], [1.998, 1.761, 0.948], [0.238, -1.866, -1.171], [-1.882, 1.649, 0.609], [2.313, 1.367, 0.101], [1.898, 0.077, -1.700]], "homo_lumo_gap_ev": 8.9099, "lumo_energy_ev": 0.6}



Model 2:
{"formula": "C5H11N3O", "method": "ωB97M-V/def2-TZVPD", "symbols": ["C", "C", "C", "C", "N", "N", "C", "O", "N", "H", "H", "H", "H", "H", "H", "H", "H", "H", "H", "H"], "coordinates": [[-0.483, 0.728, 1.363], [-0.700, 1.774, -1.044], [-0.609, -0.667, 0.874], [0.123, 1.177, 0.055], [-1.672, -1.466, 1.123], [1.829, 0.357, -1.516], [1.240, 0.298, -0.231], [0.916, -2.452, 0.519], [0.354, -1.077, 0.001], [1.095, -2.889, -0.323], [-1.662, -2.381, 0.696], [-2.106, -1.415, 2.031], [2.562, -0.329, -1.633], [1.145, 0.244, -2.254], [0.166, 0.840, 2.244], [-1.452, 1.178, 1.581], [2.010, 0.236, 0.541], [-1.512, 2.379, -0.637], [-0.089, 2.432, -1.669], [-1.157, 1.032, -1.720]], "homo_lumo_gap_ev": [7.0078, 7.0128], "lumo_energy_ev": [0.7, 0.7]}



Model 3:
{"formula": "C5H11N3O", "method": "ωB97M-V/def2-TZVPD", "symbols": ["C", "C", "C", "N", "C", "C", "N", "N", "O", "H", "H", "H", "H", "H", "H", "H", "H", "H", "H", "H"], "coordinates": [[-1.783, -0.115, -0.650], [-0.791, -1.168, 1.295], [1.637, 0.835, 0.899], [-0.542, -0.541, -0.006], [0.390, -1.378, -0.933], [0.935, 0.599, -0.420], [0.597, 1.750, -1.086], [1.307, -0.473, -1.233], [0.178, -2.542, -1.172], [0.780, 2.648, -0.672], [0.655, 1.713, -2.091], [-2.400, -0.988, -0.873], [-2.331, 0.562, 0.009], [-1.546, 0.406, -1.575], [-1.472, -2.014, 1.177], [-1.237, -0.446, 1.982], [0.141, -1.551, 1.703], [1.799, -0.099, 1.428], [1.072, 1.522, 1.535], [2.610, 1.281, 0.684]], "homo_lumo_gap_ev": 9.3481, "lumo_energy_ev": 0.7}



Most favorable structure: model 3. The second most favorable one is 74.4 kcal/mol above it.



Model 1:
{"formula": "C4H18O5", "method": "ωB97M-V/def2-TZVPD", "symbols": ["C", "O", "H", "H", "H", "H", "C", "O", "H", "H", "H", "H", "C", "O", "H", "H", "H", "H", "C", "O", "H", "H", "H", "H", "O", "H", "H"], "coordinates": [[14.349, -10.952, 30.022], [13.284, -10.983, 30.925], [15.124, -11.683, 30.251], [13.999, -11.245, 29.033], [14.780, -9.955, 30.115], [13.488, -11.326, 31.798], [8.572, -9.115, 25.764], [9.782, -8.478, 26.065], [7.866, -8.940, 26.576], [8.126, -8.859, 24.803], [8.819, -10.173, 25.682], [10.519, -9.006, 25.751], [14.013, -6.747, 29.513], [14.728, -7.280, 28.377], [14.240, -5.711, 29.763], [12.943, -6.824, 29.317], [14.317, -7.341, 30.375], [14.417, -8.186, 28.318], [12.975, -10.239, 23.986], [11.868, -9.876, 24.715], [12.704, -10.776, 23.077], [13.491, -9.327, 23.684], [13.635, -10.820, 24.630], [11.209, -10.554, 24.551], [13.898, -9.381, 26.756], [14.430, -8.672, 26.395], [13.350, -9.666, 26.024]], "smiles": "CO.CO.CO.CO.O", "homo_lumo_gap_ev": 10.3479, "lumo_energy_ev": 0.4}



Model 2:
{"formula": "C4H18O5", "method": "ωB97M-V/def2-TZVPD", "symbols": ["C", "C", "O", "H", "H", "H", "H", "H", "H", "C", "C", "O", "H", "H", "H", "H", "H", "H", "O", "H", "H", "O", "H", "H", "O", "H", "H"], "coordinates": [[-12.847, -9.647, 1.185], [-11.430, -9.900, 1.668], [-11.378, -9.558, 3.045], [-13.591, -10.253, 1.670], [-12.956, -9.793, 0.120], [-13.102, -8.592, 1.320], [-10.733, -9.369, 0.990], [-11.229, -10.973, 1.513], [-10.455, -9.634, 3.338], [-4.782, -6.866, 3.520], [-5.350, -6.281, 4.784], [-6.461, -7.114, 5.190], [-4.882, -7.959, 3.528], [-3.708, -6.565, 3.454], [-5.353, -6.638, 2.635], [-5.698, -5.267, 4.554], [-4.500, -6.231, 5.461], [-6.762, -6.980, 6.088], [-10.233, -6.724, 2.050], [-10.258, -7.458, 2.649], [-10.940, -6.852, 1.407], [-7.835, -6.709, 1.342], [-7.816, -6.627, 0.368], [-8.780, -6.492, 1.518], [-8.364, -8.490, 3.221], [-7.774, -8.285, 3.946], [-7.874, -8.107, 2.506]], "smiles": "CCO.CCO.O.O.O", "homo_lumo_gap_ev": 11.0180, "lumo_energy_ev": 0.7}



Model 3:
{"formula": "C4H18O5", "method": "ωB97M-V/def2-TZVPD", "symbols": ["C", "O", "H", "H", "H", "H", "C", "O", "H", "H", "H", "H", "C", "O", "H", "H", "H", "H", "C", "O", "H", "H", "H", "H", "O", "H", "H"], "coordinates": [[1.574, -1.432, -1.791], [0.972, -1.561, -0.436], [1.950, -0.430, -1.946], [2.457, -2.085, -1.851], [0.830, -1.652, -2.610], [-0.007, -1.653, -0.537], [2.453, 1.257, -0.177], [2.188, 0.299, 0.906], [2.924, 0.806, -1.037], [1.636, 1.886, -0.549], [3.224, 1.904, 0.267], [1.693, -0.459, 0.482], [-0.505, 1.234, 2.701], [0.118, 1.867, 1.590], [-0.902, 2.015, 3.293], [-1.320, 0.549, 2.336], [0.278, 0.652, 3.316], [0.955, 1.311, 1.395], [-2.997, -1.832, -0.716], [-1.706, -1.276, -0.540], [-3.411, -1.631, -1.712], [-2.881, -2.954, -0.701], [-3.596, -1.522, 0.125], [-1.757, -0.286, -0.452], [-1.743, 1.533, -0.379], [-1.055, 1.842, 0.266], [-1.374, 1.618, -1.243]], "smiles": "CO.CO.CO.CO.O", "homo_lumo_gap_ev": 10.8652, "lumo_energy_ev": 0.7}



Most favorable structure: model 2. The second most favorable one is 25.3 kcal/mol above it.